The following is a quantum chemistry calculation of 6 unconnected molecules or ions with the total composition C42H84Cl2F5N2O21S in a non-equilibrium geometry, from the OMol25 dataset.

The geometry in XYZ format:
```
157
Properties=species:S:1:pos:R:3:forces:R:3:lowdin_charge:R:1
H -0.60850 5.91600 -2.81420 0.2 0.2 -0.1 0.103
O -4.25540 4.48001 4.44908 0.4 0.1 0.0 -0.122
H 1.88185 -6.09692 -4.60279 0.1 0.2 -0.1 0.128
H 5.66556 -5.49999 -5.89075 -0.2 -0.2 0.1 0.130
H -3.24465 6.15756 3.75482 0.2 0.0 0.2 0.106
C 2.39294 -0.07929 -8.52756 -0.1 -0.1 -0.3 -0.169
C -3.35788 0.49575 0.87760 0.2 -1.6 1.5 -0.120
O 1.33799 5.63032 -4.76526 -0.1 -0.6 0.3 -0.197
C -3.44784 0.99465 -1.84355 3.0 6.6 -2.8 -0.557
H 0.97228 -2.25391 0.98849 -1.4 2.1 -1.1 0.145
H -0.81794 -5.43014 10.17112 -0.1 -0.1 0.0 0.087
C -3.97236 -5.02999 9.52550 0.3 0.1 -0.5 -0.178
H 6.32306 1.29714 -8.23362 -0.1 0.1 -0.1 0.086
O -2.87142 2.10727 -2.37001 -3.9 -7.7 3.7 -0.069
H -5.37117 -3.70313 8.61205 0.2 0.1 0.1 0.130
H 0.62362 0.84007 1.24602 -0.9 -2.1 1.3 0.164
H 2.49686 5.18592 -2.77732 -0.1 0.2 -0.2 0.104
H -3.61871 -4.11807 5.02555 0.0 0.1 0.0 0.073
O 5.29577 -7.34213 -3.09768 -0.2 -0.3 -0.6 -0.206
C 5.17014 -5.72175 -4.93578 0.2 -0.1 -0.2 -0.169
H -3.97866 5.92333 7.54372 -0.2 -0.2 0.1 0.127
C 5.62889 1.34978 -9.07819 0.0 0.3 0.3 -0.110
H -2.35252 -5.25026 4.44870 -0.1 0.0 -0.2 0.066
N -1.14462 0.01396 2.19284 -0.7 -1.0 -3.2 -0.215
H 5.57724 -3.40092 -2.29562 -0.1 0.0 0.1 0.095
C -0.72144 3.41841 5.43648 0.2 0.9 0.2 -0.105
O -2.67067 -5.57974 9.33112 -0.2 0.6 0.4 -0.205
C 1.41138 -0.82639 -0.73663 0.9 -0.6 2.1 -0.190
H 2.47533 4.77273 -1.09109 -0.2 0.1 0.0 0.121
H -3.92115 0.74685 1.88917 1.1 0.0 -2.2 0.184
O 2.99235 -1.23420 -7.93304 0.1 0.4 0.1 -0.117
F -5.12826 -4.38282 -0.07864 3.9 2.2 3.4 0.041
H 2.40210 -1.48647 -0.69660 -2.2 1.4 -0.4 0.124
H 1.84854 0.49433 -7.78229 0.2 0.2 0.1 0.100
H -2.90307 -0.85516 3.12060 2.0 -0.4 -1.8 0.168
H 1.05148 -0.47181 2.52845 -2.1 0.5 -1.1 0.172
H -0.86153 2.71127 1.24879 -2.0 -0.6 0.2 0.158
O 1.05852 7.51033 -2.44374 -0.3 -0.3 0.7 -0.198
H 0.31550 3.28961 5.11406 0.1 -0.2 0.0 0.093
H 2.03702 -5.16066 -2.35904 -0.3 -0.1 -0.1 0.116
C 3.31814 0.81959 -9.36047 -0.1 -0.1 0.6 -0.180
C 0.26510 -0.20449 1.69989 3.6 0.4 -0.9 -0.076
S 0.68466 -1.07202 -2.44565 2.4 2.5 -6.8 0.818
H 3.76377 0.22570 -10.16708 0.1 0.0 0.1 0.121
H 4.38832 -0.27814 -4.95688 0.2 -0.2 0.0 0.124
O -1.78914 2.32235 1.40908 2.4 -2.3 -0.7 -0.022
O -2.99808 6.79730 5.98821 -0.7 -0.1 -0.3 -0.205
C -1.74348 0.88816 1.06956 -3.8 4.4 -3.2 -0.184
C 1.73519 6.74096 -1.45146 -0.1 -0.2 -0.6 -0.181
C -4.33919 -4.02768 8.42163 -0.3 -0.1 0.2 -0.168
H 1.33536 2.04861 -5.90535 0.1 0.0 0.0 0.081
C -4.47776 -2.11835 0.99860 -1.1 0.6 0.1 -0.110
H 6.88636 -6.83620 -4.26346 0.1 0.1 -0.2 0.125
F -5.33128 -1.79954 -0.20617 2.7 -0.7 4.1 0.006
H -0.73902 -3.46476 6.55272 0.1 0.3 0.1 0.121
C -4.11340 -3.74201 0.83101 -1.6 -2.4 -0.6 -0.140
H -0.45377 7.89623 -1.03754 0.1 0.0 0.0 0.082
H 1.62487 -0.46941 -9.20909 0.2 -0.1 0.0 0.129
Cl -1.52580 -2.79850 2.91046 -0.1 2.2 -1.1 0.713
O 0.13276 0.29526 -2.95346 1.2 -5.4 2.9 -0.354
H -0.57913 5.05957 -5.13367 -0.2 -0.2 0.1 0.129
H -4.40598 8.11042 5.14746 0.0 -0.1 0.1 0.088
C -4.07998 5.99521 6.45785 0.4 -0.2 -0.3 -0.177
H -1.20630 0.89774 0.03052 -0.6 -1.1 2.1 0.200
H 4.85343 -0.49705 -7.37556 0.0 0.3 0.0 0.102
H -2.71191 8.37038 4.72168 0.0 0.0 0.1 0.087
H -1.10410 4.25600 -2.89452 0.2 -0.1 0.0 0.111
O 3.08378 0.99773 -5.85534 -0.4 -0.4 0.1 -0.191
H 2.72686 7.18238 -1.32389 0.2 -0.2 0.2 0.126
H 4.08915 -2.87266 -1.48038 0.0 0.3 0.0 0.064
H -2.24371 -2.78642 5.90748 -0.1 -0.1 0.1 0.085
C -0.23653 4.91505 -3.01300 -0.2 -0.2 -0.4 -0.163
N -0.29722 -0.28732 5.54698 -4.2 5.2 -9.5 0.237
C -4.17683 1.14669 -0.38348 -0.1 0.5 0.4 -0.073
H -5.05078 6.45338 6.23528 0.1 0.0 -0.1 0.123
O -3.56771 -2.82399 8.37157 0.3 -0.3 -0.2 -0.121
H 5.86005 2.24737 -9.66126 0.1 -0.1 -0.1 0.087
C 2.79232 -4.88766 -3.10253 0.4 -0.3 -0.3 -0.180
C 4.00002 -1.01164 -6.94350 -0.1 -0.1 0.2 -0.161
O -1.34878 0.85229 3.25839 2.4 -0.9 5.3 -0.013
O 3.77419 -5.78977 -5.24118 0.1 0.0 0.5 -0.115
H -1.93594 -6.52610 11.01040 0.0 0.1 0.2 0.090
H 1.15289 0.39484 -5.31850 0.1 0.0 0.1 0.079
C -1.87286 4.46213 3.62756 -0.2 0.4 0.5 -0.178
C -4.04346 4.58125 5.86024 -0.3 0.1 0.3 -0.168
H -3.13947 4.05192 6.14916 0.2 0.2 0.0 0.099
O -1.24139 4.62271 4.89860 -0.3 -0.8 -0.2 -0.181
H 4.06242 -8.74580 -2.27968 0.1 0.0 0.0 0.085
O 0.69037 4.51222 -2.00173 0.1 0.2 0.0 -0.141
C 0.43572 -1.30557 0.50157 0.3 -1.5 -0.1 -0.165
C -3.38427 8.08521 5.53688 0.4 0.1 0.1 -0.106
H 4.22232 -2.82642 -3.26866 -0.1 0.1 0.0 0.076
H 1.73085 0.29040 -0.59279 -0.8 -2.0 -0.9 0.134
H -1.31701 2.54755 5.15943 -0.2 0.0 0.0 0.046
H 2.54985 3.94268 -5.01687 0.0 -0.1 0.0 0.067
H 2.72332 1.61671 -9.81360 -0.2 -0.1 -0.1 0.123
H -4.36547 -4.50477 7.44564 0.2 -0.2 0.0 0.099
H -1.66961 -3.52608 8.84281 0.0 -0.3 -0.1 0.105
C -1.82770 -3.46507 6.66479 -0.1 -0.4 0.6 -0.198
C 2.43878 4.96981 -5.36692 0.1 0.4 -0.1 -0.096
H 5.73764 -9.27757 -2.53713 -0.1 -0.1 -0.1 0.088
H -0.48102 -2.94171 -1.84361 0.1 1.0 -1.3 0.108
H 3.34844 5.51395 -5.09448 -0.1 0.0 -0.1 0.092
H 2.46934 -3.95352 -3.58236 0.2 -0.2 0.0 0.098
C -3.01970 -4.99447 5.27649 0.2 -0.4 0.4 -0.133
H 5.38021 -4.86607 -4.29975 0.0 -0.1 0.3 0.099
C -3.15639 -1.15023 0.95246 0.4 1.1 -1.6 -0.112
H 2.76318 -0.95542 -5.15889 0.2 0.3 -0.3 0.085
F -5.24568 -1.91411 2.27139 2.3 -0.6 -4.2 0.020
H -4.86709 4.01716 6.31852 0.0 0.2 -0.2 0.130
H 1.92135 1.63819 -4.27862 -0.2 -0.1 0.1 0.078
C -0.76896 0.29611 4.48893 2.6 -4.0 6.0 -0.100
C 0.00755 8.31604 -1.93594 0.1 0.2 -0.5 -0.108
F -2.78286 -3.93983 0.17659 -4.4 0.6 2.5 0.008
C -2.12159 -1.14810 2.26669 -3.9 -2.1 1.4 -0.438
O -2.26128 -4.81050 6.46011 -0.4 0.7 -0.4 -0.193
C 4.91217 -8.70140 -2.96806 0.1 0.2 0.4 -0.110
O 4.02184 -4.71794 -2.39574 -0.2 0.5 -0.4 -0.193
C 5.81268 -7.00202 -4.38281 -0.3 0.4 0.2 -0.178
H -3.66070 4.95438 2.57714 0.0 -0.2 0.1 0.126
H -0.55845 -1.68949 0.02156 1.6 0.9 1.3 0.093
H -4.68001 -5.86244 9.49723 -0.3 0.1 0.0 0.126
H 4.59415 -9.14548 -3.91560 0.1 0.1 0.0 0.087
H -5.30301 0.76608 -0.36372 2.6 0.4 -0.2 0.152
C 1.89464 5.27429 -1.87711 0.2 0.1 0.2 -0.175
C -2.17554 -2.95170 8.07215 0.0 0.2 -0.2 -0.167
H -0.74056 3.50059 6.52767 0.1 0.0 -0.1 0.104
H -0.76705 8.38145 -2.70642 0.1 0.0 0.0 0.089
O -0.58299 -2.21158 -2.53500 1.7 0.8 2.2 -0.233
C 0.23912 4.76763 -4.46807 0.2 0.4 0.3 -0.165
H -1.92623 3.40496 3.33312 -0.1 0.3 0.3 0.081
O 4.31428 1.44641 -8.55471 0.1 -0.6 -0.4 -0.206
H -2.71055 -1.38290 -0.10291 -0.4 -0.1 2.1 0.131
H -1.76483 -1.93870 8.15083 -0.2 0.0 -0.1 0.121
F -4.24261 -4.41132 2.15068 1.0 2.2 -4.8 0.033
H -4.06313 -4.53792 10.50097 0.1 0.0 -0.1 0.122
H 3.06546 -6.97451 -3.68815 0.2 0.0 0.2 0.102
H 0.48246 3.71651 -4.67563 0.1 0.2 0.1 0.100
H 1.21765 6.77964 -0.48577 -0.1 0.1 -0.1 0.115
C 1.80708 1.26752 -5.30104 0.4 0.2 -0.3 -0.129
H 4.36996 -2.00715 -6.67305 -0.2 0.0 0.0 0.124
H -1.24569 4.98198 2.89666 -0.1 0.1 -0.3 0.128
Cl -3.37568 -0.54378 -2.87691 -0.3 2.0 1.9 0.642
C -1.85568 -5.56502 10.49179 0.2 -0.3 -0.3 -0.107
H 0.38165 9.32520 -1.73418 -0.1 0.0 0.2 0.089
H -3.70671 -5.83005 5.44273 0.2 0.0 -0.1 0.098
H 2.33088 4.99245 -6.45487 0.1 -0.2 0.0 0.095
C 2.87633 -6.01004 -4.15057 -0.1 0.2 -0.1 -0.165
H -4.25170 2.31746 -0.16346 0.5 -2.6 -0.7 0.158
C 4.48525 -3.37841 -2.36532 0.3 -0.5 0.0 -0.105
H -2.10090 -4.74521 11.17294 -0.1 0.0 0.0 0.087
H -3.27006 8.80993 6.34978 -0.2 0.1 -0.1 0.091
H 5.67108 -7.81476 -5.10483 -0.1 0.0 0.1 0.122
H 5.77926 0.45348 -9.68665 -0.1 0.0 0.0 0.087
C 3.53568 -0.34003 -5.64023 0.0 0.1 -0.5 -0.178
O 1.83213 -1.63141 -3.37378 -4.6 1.7 4.6 -0.359
C -3.27930 5.08356 3.59640 0.0 -0.2 -0.1 -0.159
```
Positions in Å, forces in eV/Å.

Kohn-Sham gap	6.0	eV
net charge	+1
total energy	-5156.99062	Eh
E_LUMO	-4.10	eV
HOMO energy	-10.138	eV